# 1
Here is a molecular structure, C17H23N6O3STi from OMol25. Energies are from the ωB97M-V functional and the def2-TZVPD basis.

```
51
Properties=species:S:1:pos:R:3:forces:R:3
H -2.619 2.362 -0.236 -0.014 0.105 0.004
H -0.319 -0.986 -2.047 0.108 -0.027 0.189
C 1.641 -5.381 -2.024 -0.508 0.492 0.155
H -0.421 -2.039 0.412 -0.029 -0.066 -0.036
Ti -0.411 1.048 -0.063 0.035 -0.624 -0.321
C -2.615 -0.269 1.608 -0.232 0.079 -0.142
H -3.595 1.641 1.552 0.031 0.073 -0.076
H -4.078 0.782 -1.644 -0.019 0.061 0.095
H 3.655 -3.477 -1.978 -0.002 0.034 -0.021
H -0.551 0.483 -2.679 0.097 0.089 -0.004
N -2.534 1.345 -0.259 -0.237 0.079 -0.159
N -0.821 -0.110 -1.896 -0.161 -0.226 0.057
N 1.320 -0.122 0.153 0.221 0.314 0.190
H -1.270 0.948 2.556 0.061 0.075 0.054
C 2.762 -3.166 -1.449 -0.044 -0.224 0.058
C 1.704 -4.055 -1.288 0.194 0.083 -0.095
C 1.508 -1.441 -0.341 0.038 -0.863 -0.182
H -2.570 -1.188 1.024 0.076 -0.004 0.002
H 3.477 -1.171 -1.187 0.007 -0.005 0.010
C -2.997 0.912 -1.617 0.073 -0.261 -0.340
H 3.307 -6.052 -1.266 -0.068 0.165 0.091
C 2.987 2.630 1.853 0.002 -0.240 -0.116
N 0.138 2.371 -1.262 -0.119 0.673 -0.200
H -0.265 -4.341 -0.492 -0.006 0.021 -0.014
H -2.747 1.695 -2.336 0.000 0.062 0.080
C 2.611 3.786 2.535 -0.202 0.119 0.077
S -0.310 3.823 -1.294 -0.523 -0.369 0.631
H -0.722 3.487 2.088 -0.020 0.028 -0.038
O -1.334 4.032 -0.266 0.313 0.495 -0.598
C 0.459 -2.353 -0.144 0.084 0.371 0.157
H -4.323 0.435 0.504 -0.012 0.079 -0.078
H 3.355 4.418 3.002 0.020 -0.009 -0.022
H -2.548 -1.176 -1.307 0.064 -0.055 -0.048
C 0.334 3.264 2.020 -0.136 -0.053 0.015
N 0.689 2.171 1.335 0.580 0.246 0.267
H -3.114 -0.503 2.549 0.053 -0.042 0.019
C 1.264 4.095 2.632 0.201 -0.035 0.006
N -1.229 0.235 1.830 -0.356 -0.126 0.036
C 2.008 1.846 1.271 0.193 0.354 0.212
C 2.668 -1.863 -0.985 -0.053 0.434 -0.002
H -2.569 -0.689 -3.000 0.043 -0.025 -0.005
O 0.678 -5.547 -2.716 0.142 -0.200 0.020
H 0.926 4.967 3.176 -0.027 -0.016 0.012
H 4.029 2.341 1.790 -0.012 -0.025 -0.022
H -0.671 -0.512 2.245 0.166 0.033 -0.049
H 3.316 0.202 0.650 -0.009 -0.102 -0.035
O 2.612 -6.260 -1.902 0.249 -0.391 -0.210
C 2.296 0.576 0.631 -0.067 -0.256 0.031
C -3.372 0.820 0.869 0.060 -0.298 0.323
C -2.287 -0.372 -1.996 -0.262 0.119 0.082
C 0.552 -3.642 -0.615 0.007 -0.140 -0.062
```
Forces are in eV/Å.

Net charge ... +3
Spin multiplicity ... 1
E_HOMO ... -0.6338 Eh
Molar mass ... 439.34 g mol⁻¹
Energy ... -67011.0265 eV
Energy relative to the best compared isomer or geometry (same formula, charge and spin) ... 14.29 kcal/mol

Atom charges from the Löwdin analysis, given in e for atoms 1 to 2:
1 H 0.10
2 H 0.11

=====

# 2
Here is 3 unconnected molecules or ions with the total composition C17H24BBrF2NO11 at a distorted geometry from OMol25. Energies are from the ωB97M-V functional and the def2-TZVPD basis.

```
57
Properties=species:S:1:pos:R:3:forces:R:3
O -8.535 7.896 0.791 -0.148 -0.586 0.371
C 0.814 -2.602 -1.473 -2.086 -0.267 -1.194
O 5.541 0.040 0.224 0.882 -3.509 -2.780
H 2.548 -1.876 -3.141 0.822 -1.253 1.081
C -4.180 4.481 0.274 -0.999 0.570 -1.065
H -2.760 2.458 1.463 -0.022 0.028 0.198
C 5.906 -0.932 -0.468 0.189 2.979 2.414
H 8.010 -1.808 -0.557 -1.409 -0.113 0.671
H -7.747 7.395 2.624 0.147 0.159 -0.051
H 5.648 -3.488 0.859 1.383 -0.105 -1.033
C 3.877 -1.519 -1.352 -0.286 -1.138 1.099
C -0.005 -3.298 -0.288 0.018 -0.970 -1.083
O -5.125 4.698 -0.426 0.978 -0.269 0.566
H -1.123 4.122 0.794 -0.161 0.062 -0.172
C 6.451 -3.403 0.045 -0.189 0.744 -0.719
O 5.246 -1.212 -1.734 -0.295 -0.431 2.052
Br -1.894 -0.052 0.001 0.871 -1.153 0.473
H 3.946 -2.118 -0.363 -0.340 0.907 -1.432
C 2.200 -4.469 -0.979 -1.696 1.686 -0.359
C -0.184 -2.500 1.090 -0.107 -0.004 -0.326
H 0.282 -2.919 -2.447 0.679 0.660 1.334
H 3.265 -0.586 -1.115 0.822 -1.148 -0.630
H -1.956 5.417 1.678 -0.129 -0.177 0.143
C 7.062 -1.892 0.072 -0.886 -1.022 -0.606
H 7.268 -4.192 0.127 -1.178 1.089 0.159
H 0.101 -5.538 -0.613 1.514 0.841 0.024
C 0.803 -4.721 -0.246 0.444 0.831 1.779
H 7.304 -1.622 1.149 -0.456 0.006 -1.604
C -0.287 -0.901 0.861 3.696 2.090 1.355
F -2.757 3.565 3.138 -0.013 -0.205 0.078
O -4.253 3.872 1.491 0.362 -0.074 -0.607
H 3.303 -5.481 -3.008 1.222 -0.302 0.208
N 2.137 -3.295 -1.597 -0.255 -0.981 0.921
H 0.696 -2.761 1.775 -1.201 0.955 -0.881
O -2.897 4.806 -0.051 -0.641 -0.321 0.204
H 3.866 -3.164 -2.997 -0.909 0.662 1.212
O 4.308 -5.819 0.061 -1.080 1.259 -3.240
B 3.564 -5.353 -1.068 2.455 -1.674 -0.363
C -7.512 7.298 1.560 0.339 0.449 -0.163
H -1.146 -2.839 1.596 1.255 0.422 -0.715
H 0.877 -1.467 -1.542 0.264 -1.562 0.557
H 1.037 -4.968 0.851 -0.200 0.079 -1.561
O 4.070 -5.642 -2.402 -2.543 0.938 2.330
C -2.929 3.486 1.798 -0.091 0.008 0.806
C -9.404 6.887 0.495 -1.546 -0.048 -0.723
O -8.849 5.662 0.722 -0.267 0.660 0.060
O -10.516 7.055 0.093 1.009 -0.139 0.303
C -2.100 4.508 1.088 0.945 0.298 -0.208
H -7.149 5.183 1.820 -0.215 -0.033 -0.088
O 0.628 -0.114 1.176 -3.703 -3.540 -1.297
H -1.035 -3.649 -0.656 1.486 1.194 0.358
C 3.140 -2.526 -2.396 0.721 1.665 -0.474
F -6.343 7.931 1.290 0.122 0.147 0.150
C -7.487 5.889 1.060 0.401 -0.766 0.056
H 5.920 -3.549 -0.972 0.934 0.131 1.493
H 5.172 -6.109 -0.335 -0.855 0.020 0.748
H -6.868 5.769 0.170 -0.055 0.254 0.171
```
Forces are in eV/Å.

Net charge ... +1
Spin multiplicity ... 1
E_HOMO ... -0.4428 Eh
Molar mass ... 547.09 g mol⁻¹
Energy ... -118177.4662 eV

Atom charges from the Löwdin analysis, given in e for atoms 1 to 2:
1 O 0.14
2 C -0.07